1.
ORCA calculation (ωB97M-V with the def2-TZVPD basis set) on a cluster of 2 separate species, C14H16 in total in a non-equilibrium geometry.

```
30
Properties=species:S:1:pos:R:3
C 1.87 -0.84 1.42
C 2.64 1.22 -1.50
C 2.63 0.63 -0.20
C 2.14 0.37 -2.58
C 1.81 -0.52 0.03
C 1.32 -0.73 -2.29
C 1.02 -1.05 -0.96
H 3.16 2.11 -1.56
H 3.26 1.11 0.53
H 2.32 0.27 -3.70
H 1.03 -1.31 -3.22
H 1.75 -1.92 1.65
H 1.08 -0.17 1.97
H 0.18 -1.69 -0.75
H 2.81 -0.53 1.82
C -1.24 0.15 3.05
C -2.53 0.20 -1.03
C -1.26 0.66 -0.65
C -3.20 -0.39 -0.03
C -0.84 0.74 0.66
C -2.83 -0.45 1.31
C -1.65 0.22 1.66
H -3.09 0.37 -1.97
H -0.41 1.09 -1.25
H -3.99 -1.09 -0.24
H -0.01 1.29 0.97
H -3.60 -0.98 1.94
H -0.84 -0.85 3.33
H -2.25 0.20 3.62
H -0.68 0.87 3.51
```

The structure (SMILES) is Cc1ccccc1.Cc1ccccc1. The value obtained for the orbital gap is 0.3479 Eh. The HOMO energy is -8.53 eV. The value obtained for the energy above the lowest of the compared OMol25 structures with the same formula, charge and spin is 302.6 kJ/mol. The max |F| is 5.3 eV/Å. The net charge is 0.

In elementary charge units, the Löwdin charges are:
1 C -0.072
2 C -0.040
3 C -0.043
4 C -0.088
5 C -0.336
6 C -0.122
7 C -0.084
8 H 0.061
9 H 0.109
10 H 0.109
11 H 0.120
12 H 0.102
13 H 0.099
14 H 0.120
15 H 0.065
16 C -0.079
17 C -0.086
18 C -0.086
19 C -0.139
20 C -0.077
21 C -0.043
22 C -0.306
23 H 0.120
24 H 0.120
25 H 0.099
26 H 0.092
27 H 0.132
28 H 0.102
29 H 0.114
30 H 0.037

---

2.
ORCA calculation (ωB97M-V with the def2-TZVPD basis set) on an isolated molecule of C4H6F2S in a non-equilibrium geometry.

```
13
Properties=species:S:1:pos:R:3
C 1.65 0.81 -0.12
C 0.31 0.72 -0.05
C -0.46 -0.42 0.01
C -1.90 -0.43 0.28
H 1.32 -1.78 -0.58
H 2.03 1.41 -1.07
H 2.14 1.36 0.74
H -0.25 1.62 -0.08
H 0.00 -1.49 0.21
H -2.23 -0.39 1.32
F -2.46 0.77 -0.26
F -2.71 -1.35 -0.30
S 2.58 -0.83 -0.10
```

The structure (SMILES) is FC(F)/C=C/CS. The value obtained for the orbital gap is 0.3606 Eh. The HOMO energy is -9.37 eV. The value obtained for the energy above the lowest of the compared OMol25 structures with the same formula, charge and spin is 217.7 kJ/mol. The max |F| is 8.3 eV/Å. The net charge is 0.

In elementary charge units, the Löwdin charges are:
1 C -0.582
2 C -0.224
3 C -0.054
4 C -0.365
5 H 0.004
6 H 0.130
7 H 0.101
8 H 0.115
9 H 0.091
10 H 0.157
11 F -0.028
12 F 0.051
13 S 0.603

---

no.,DFT total energy (eV)
1,-14774.629
2,-20512.691